2 unconnected molecules or ions with the total composition C3H8OS. Source: the Open Molecules 2025 dataset; level of theory: ωB97M-V/def2-TZVPD.

Last columns: bonded neighbours and bond lengths (Å).
Element x y z (Å)
1 C -0.61210 0.19961 1.08259  C5 1.529, H9 1.153, O10 1.416, H11 1.165
2 C 0.03742 0.29700 -1.25845  S3 1.827, C5 1.475, H6 1.182, H13 1.152
3 S 0.96634 1.84629 -0.98374  C2 1.827, H7 1.439
4 H 0.94280 -1.09768 0.11633  C5 1.136
5 C -0.05829 -0.60341 -0.09444  C1 1.529, C2 1.475, H4 1.136, H12 1.263
6 H 0.36022 -0.29343 -2.22975  C2 1.182
7 H 2.03989 0.88980 -0.93417  S3 1.439
8 H 0.54788 -1.77211 1.78846  no bonds
9 H -0.22776 1.28252 0.98618  C1 1.153
10 O -0.35073 -0.28472 2.38753  C1 1.416
11 H -1.74267 0.34647 1.32380  C1 1.165
12 H -0.89641 -1.42647 -0.55793  C5 1.263
13 H -1.00660 0.61614 -1.62642  C2 1.152

The value obtained for the orbital gap is 7.34 eV. The calculation puts the LUMO energy at -1.59 eV. Its molar mass is 92.2 u. The energy above the lowest of the compared OMol25 structures with the same formula, charge and spin comes out at 147.5 kcal per mole.